No. 1
Density functional theory data (ωB97M-V/def2-TZVPD) for a structure of composition C20H41ErN2OP3 in a non-equilibrium geometry.

```
68
Properties=species:S:1:pos:R:3:forces:R:3
Er 0.232961 -0.571600 -0.168118 -1.02 -0.81 0.55
P -1.284654 1.465593 0.970006 -1.13 1.07 0.80
P -0.973535 -2.844025 0.997349 -0.56 -2.31 0.14
P -1.646840 -0.180698 -2.226984 -0.80 -0.35 -1.36
H 2.943064 -0.369286 -1.515206 -0.55 0.12 0.23
C 2.050379 0.180120 -1.854973 0.13 2.74 -0.11
C 1.554207 1.308570 -1.210986 2.16 -0.63 -2.16
H 2.019355 1.746933 -0.320076 -0.18 -0.56 0.00
C -0.717332 2.284715 2.498221 0.47 0.00 0.21
C -2.896532 0.815268 1.520805 -0.39 -0.53 -0.01
C -1.755882 2.927368 -0.018398 0.22 0.08 -0.63
C -0.188669 -4.322107 0.220371 0.15 0.65 -0.29
C -0.807467 -3.334721 2.748123 0.08 0.73 0.03
C -2.717359 -3.281977 0.603225 -0.12 0.64 -0.03
C -1.342852 1.104833 -3.496027 0.14 0.25 0.29
C -3.438208 -0.155143 -1.934586 -0.34 0.32 0.36
C -1.508762 -1.651793 -3.289059 0.27 -0.13 0.16
H 1.751018 -0.036099 -2.898309 -0.18 -0.07 0.71
H 0.861598 1.990279 -1.718487 -0.13 -0.54 0.08
H 0.334907 2.565779 2.397551 -0.07 0.09 0.09
H -0.814089 1.625434 3.368354 -0.02 0.09 -0.18
H -1.301535 3.195728 2.688413 0.08 -0.30 -0.11
H -2.741353 0.032775 2.279449 -0.06 0.21 -0.15
H -3.456008 0.364203 0.688806 0.17 0.16 0.27
H -3.526396 1.601236 1.969225 0.35 -0.16 -0.17
H -0.849099 3.453737 -0.342120 -0.18 -0.02 0.04
H -2.360928 3.634388 0.567343 0.16 -0.37 -0.02
H -2.323443 2.649177 -0.916479 0.14 0.04 0.24
H -0.585834 -5.271511 0.609147 0.08 0.43 0.04
H 0.903112 -4.293201 0.330273 -0.19 -0.17 -0.05
H -0.472491 -4.213023 -0.827335 0.23 -0.43 -0.13
H -1.237394 -4.348020 2.845350 0.20 0.57 0.18
H -1.306347 -2.590060 3.381689 -0.05 -0.47 0.12
H 0.261550 -3.328055 2.995884 -0.23 -0.23 0.07
H -2.979006 -4.250031 1.070255 0.14 0.53 -0.21
H -2.861658 -3.339061 -0.484129 0.14 -0.14 0.23
H -3.373903 -2.479861 0.957670 -0.11 -0.32 0.13
H -1.833151 0.807724 -4.438321 0.21 0.21 0.40
H -0.261582 1.222075 -3.651312 -0.28 -0.09 -0.19
H -1.723473 2.071412 -3.154258 -0.03 -0.07 -0.18
H -3.981516 -0.279331 -2.887611 0.25 0.09 0.40
H -3.738624 0.783203 -1.448936 -0.09 -0.21 -0.27
H -3.704296 -0.976700 -1.254950 0.00 0.12 -0.26
H -2.073579 -1.533885 -4.227884 0.08 0.06 0.43
H -1.807325 -2.575703 -2.772150 0.00 0.33 -0.22
H -0.443480 -1.765598 -3.505077 -0.43 0.03 -0.15
C 0.480724 -4.268526 -4.037558 0.54 -0.22 -1.14
C 0.769915 -5.643134 -4.092617 0.46 1.01 -0.26
C 1.277055 -6.158362 -5.304846 -0.04 0.18 -0.68
C 1.497207 -5.311003 -6.422168 -0.44 0.29 0.29
C 1.000366 -3.984735 -6.387727 -0.43 -0.64 0.32
C 0.360644 -3.513008 -5.225170 1.20 -0.14 0.12
O 0.437335 -3.524361 -2.837192 0.31 -0.38 1.59
H 1.098366 -3.804941 -2.154687 -0.68 -0.43 -1.58
H 0.694317 -6.227910 -3.176646 0.17 -0.07 -0.29
H 1.516515 -7.232449 -5.409846 -0.09 0.78 0.28
H 2.002324 -5.662003 -7.345334 -0.45 0.08 0.89
H 1.104345 -3.304915 -7.250824 -0.18 -0.60 0.47
H -0.058964 -2.503648 -5.205273 0.47 -0.40 -0.08
N 2.264633 0.050423 3.521004 0.11 0.20 -0.62
C 3.441491 0.307100 2.836683 -0.23 -0.11 -0.12
C 3.197736 0.051753 1.530023 -0.85 -0.20 -0.20
N 1.858659 -0.350136 1.393228 0.31 0.24 0.94
C 1.338373 -0.311745 2.629384 0.52 -0.30 0.02
H 2.117495 0.158338 4.516352 0.07 -0.02 0.01
H 4.330663 0.661266 3.308400 0.28 0.03 0.31
H 3.821216 0.117611 0.650250 0.18 0.05 0.34
H 0.325397 -0.583710 2.897056 0.10 0.03 0.05
```
Positions in Å, forces in eV/Å.

The spin multiplicity is 4. The value obtained for the lowest unoccupied orbital energy (spin up / spin down) is -10.9 / -10.8 eV. Its net charge is +3. The calculation puts the HOMO energy (spin up / spin down) at -15.03 / -15.03 eV. The value obtained for the gap between HOMO and LUMO (spin up / spin down) is 4.08 / 4.19 eV. The energy relative to the best compared isomer or geometry (same formula, charge and spin) is 0.0 kJ/mol.

natural (NBO) population analysis, charges in e, atoms 1 to 4:
1 Er 1.856
2 P 0.710
3 P 0.656
4 P 0.665

No. 2
Density functional theory data (ωB97M-V/def2-TZVPD) for a structure of composition C20H41F6Li2N2O5 in a non-equilibrium geometry.

```
76
Properties=species:S:1:pos:R:3:forces:R:3
Li -1.037665 -1.829547 2.431353 -0.02 0.97 -0.52
Li -1.554983 -2.015088 -0.067072 0.38 0.65 0.24
O -0.887853 -0.462334 0.865967 -0.23 -0.34 0.02
H -0.833749 0.468866 0.575351 0.09 -1.11 0.37
C -0.176566 -4.763148 -1.065111 -0.01 -0.42 -0.12
C 0.357416 -3.614353 -1.964022 -1.78 -0.33 1.68
N -0.552759 -2.398666 -1.834339 0.21 -0.11 -0.39
C 0.167823 -1.159033 -2.203107 0.56 0.00 0.52
C 0.747183 -0.997945 -3.614917 -0.72 0.40 -0.67
C -1.754758 -2.550200 -2.673570 -1.02 -0.98 -1.87
C -2.912826 -1.523772 -2.619712 1.50 1.19 0.31
H -1.134820 -5.173944 -1.383068 -0.11 0.26 -0.21
H -0.295070 -4.555990 -0.001556 0.01 0.67 -0.01
H 0.486799 -5.628058 -1.064569 0.34 0.03 -0.35
H 1.343911 -3.371676 -1.569027 0.00 0.36 -0.45
H 0.380089 -4.028751 -2.971924 0.29 0.47 -0.28
H -0.454197 -0.297179 -1.961422 -0.42 -0.07 -0.30
H 0.950443 -1.013540 -1.458501 0.27 -0.41 0.01
H 1.135812 -1.845484 -4.179496 0.31 -0.41 0.75
H -0.015000 -0.640229 -4.307164 -0.27 0.22 0.07
H 1.500210 -0.209895 -3.608130 0.12 -0.10 0.09
H -2.242273 -3.519419 -2.568517 0.43 -0.28 0.74
H -1.421821 -2.610182 -3.709750 0.09 0.16 -0.43
H -3.844711 -1.688110 -3.160710 0.11 -1.16 0.32
H -2.614222 -0.607700 -3.129370 0.40 0.33 0.37
H -3.101657 -1.267215 -1.577301 -0.50 0.18 0.01
C -1.234039 -2.693450 5.373504 1.13 -0.86 0.18
C 0.206349 -2.588402 4.867953 -0.47 -1.06 -0.37
N 0.365941 -1.516701 3.890629 1.93 -0.89 0.09
C 1.606848 -1.789835 3.123794 0.55 -0.56 -1.31
C 1.556566 -3.056613 2.218228 0.69 0.75 -0.38
C 0.594106 -0.329228 4.700210 -1.25 -0.70 -0.27
C 0.974069 0.860019 3.892634 0.60 -0.08 0.95
H -1.245676 -3.653902 5.888772 -0.48 -0.06 0.12
H -1.883524 -2.769520 4.501451 -0.41 0.16 0.22
H -1.519814 -1.935380 6.102712 -0.09 0.14 -0.34
H 0.933174 -2.556176 5.679613 0.09 0.58 0.32
H 0.520937 -3.504587 4.368198 -0.67 -0.25 -0.04
H 2.511432 -1.814067 3.731456 -0.04 -0.36 0.80
H 1.854548 -0.948704 2.476296 -0.64 0.02 -0.22
H 1.620533 -4.030576 2.703404 -0.76 0.14 0.12
H 2.397257 -3.118309 1.527186 0.74 0.54 0.33
H 0.805428 -2.939152 1.437144 -0.90 -0.43 0.47
H -0.363296 -0.224248 5.210559 0.05 0.62 0.20
H 1.331239 -0.566584 5.467282 0.32 0.18 0.13
H 0.401782 0.892117 2.965499 -0.17 0.56 0.22
H 0.851620 1.614608 4.669610 -0.09 1.02 -0.91
H 2.038821 0.773214 3.676167 -0.02 0.36 -0.23
C 1.563408 2.312965 -0.209183 1.44 -0.19 -1.60
C 1.712862 3.551016 -1.078795 -1.63 1.19 1.13
O 3.026878 3.737953 -1.621075 0.46 0.80 -0.83
C 3.215805 4.748566 -2.504388 -2.29 1.04 -1.72
O 2.348102 5.439640 -3.070153 2.51 -2.05 2.31
C 4.716512 4.848661 -3.028086 -1.72 -0.02 1.29
F 5.446195 3.900561 -2.515770 1.06 -1.13 0.87
F 4.657231 4.646686 -4.313952 0.10 0.28 -1.60
F 5.304240 6.012136 -2.759989 -0.29 0.28 -0.10
H 0.601759 2.311014 0.303962 0.34 0.02 0.05
H 2.450732 2.235898 0.419153 -0.38 0.04 0.56
H 1.649537 1.473522 -0.899125 -0.38 -0.44 0.25
H 1.495325 4.396443 -0.426083 0.30 0.39 -0.02
H 0.900711 3.617048 -1.802785 0.48 -0.23 -0.59
C -3.518624 3.385198 0.719630 0.47 -1.27 -0.27
C -2.326060 2.519778 0.230261 -0.64 0.12 0.90
O -1.843491 2.977773 -1.051266 0.41 0.48 -2.21
C -2.498535 2.583811 -2.185371 -2.74 -3.28 3.25
O -3.450216 1.773562 -2.057240 2.96 3.02 -1.83
C -1.831299 2.990282 -3.545848 0.99 -1.07 -1.79
F -0.770587 2.105749 -3.741782 -0.65 1.26 0.98
F -2.585728 2.729997 -4.646963 -0.17 0.68 1.63
F -1.382485 4.255820 -3.638009 -0.45 -1.24 0.56
H -4.361300 3.257854 0.040092 0.15 0.39 -0.22
H -3.223140 4.423331 0.871537 -0.13 -0.09 -0.16
H -3.893596 2.962236 1.651609 0.26 0.10 0.22
H -2.472686 1.440735 0.277800 -0.86 0.02 -0.78
H -1.490604 2.559836 0.929200 0.29 0.92 -0.22
```
Positions in Å, forces in eV/Å.

The spin multiplicity is 2. The value obtained for the lowest unoccupied orbital energy (spin up / spin down) is 0.3 / 0.3 eV. Its net charge is 0. The calculation puts the HOMO energy (spin up / spin down) at -3.31 / -9.22 eV. The value obtained for the gap between HOMO and LUMO (spin up / spin down) is 3.64 / 9.51 eV.

Mulliken population analysis, charges in e, atoms 1 to 4:
1 Li -0.138
2 Li 0.109
3 O 0.055
4 H -0.388

No. 3
Density functional theory data (ωB97M-V/def2-TZVPD) for a structure of composition C20H41InN2P3S in a non-equilibrium geometry.

```
68
Properties=species:S:1:pos:R:3:forces:R:3
In 0.183918 -0.769034 0.348410 0.66 0.70 -0.07
P -0.701311 2.053076 1.981484 -0.57 0.91 0.32
P -2.394596 -0.903624 0.202460 -1.26 -0.14 -0.03
P 2.387570 0.973592 0.560489 1.20 0.58 0.36
H 1.213214 -2.564329 -4.418135 0.69 0.04 -0.01
C 2.217270 -2.424696 -3.995309 0.36 0.71 0.16
C 2.350072 -2.849644 -2.571552 -0.05 -3.27 -0.07
H 1.532774 -3.482610 -2.203530 0.19 0.37 0.15
C -1.071368 3.565545 0.978733 0.13 -0.08 -0.13
C -2.292277 2.001173 2.916820 -0.08 -0.26 0.07
C 0.283804 2.872945 3.319786 0.20 -0.16 0.02
C -3.015158 -2.365991 -0.724208 0.24 -0.34 -0.07
C -3.220787 -1.064785 1.835921 0.06 0.08 0.22
C -3.175966 0.492969 -0.671665 0.14 0.11 0.04
C 3.862695 0.470447 -0.422729 0.17 -0.05 -0.30
C 3.126667 0.955409 2.254270 -0.02 -0.28 -0.01
C 2.384042 2.775722 0.186986 -0.42 0.10 -0.31
H 3.040344 -2.481813 -4.760943 -0.62 0.20 1.11
H 3.337978 -3.176653 -2.226797 -0.26 0.56 0.06
H -1.419107 4.358491 1.652007 0.06 -0.17 -0.06
H -1.875676 3.378486 0.252580 0.38 0.06 0.09
H -0.166029 3.931299 0.475129 -0.40 -0.13 -0.01
H -2.403381 2.934789 3.485406 0.03 -0.28 -0.14
H -2.283117 1.152610 3.616462 -0.17 0.31 -0.13
H -3.161461 1.921956 2.249703 0.26 -0.11 0.16
H -0.353931 3.638037 3.786375 0.23 -0.27 -0.08
H 1.181613 3.378047 2.942328 -0.22 -0.20 0.08
H 0.587982 2.136668 4.078312 -0.09 0.31 -0.10
H -3.773048 -2.870570 -0.105278 0.20 0.21 -0.33
H -2.195043 -3.083368 -0.879729 -0.30 0.17 -0.07
H -3.460761 -2.097069 -1.698846 0.30 -0.02 0.49
H -3.964900 -0.265740 1.964657 0.22 -0.26 -0.05
H -2.482857 -0.987109 2.649711 -0.36 -0.11 -0.25
H -3.737625 -2.036689 1.885946 0.29 0.39 0.07
H -4.257916 0.287907 -0.661921 0.30 0.24 -0.12
H -2.799336 0.517761 -1.705484 -0.19 -0.03 0.25
H -2.963885 1.465948 -0.202690 -0.14 -0.42 -0.08
H 4.671353 1.194460 -0.274343 -0.11 -0.13 0.41
H 3.719118 0.506845 -1.517965 -0.13 -0.24 0.69
H 4.204978 -0.517225 -0.077634 -0.08 0.23 -0.38
H 4.126301 1.410018 2.208738 -0.28 0.01 -0.07
H 3.271284 -0.083478 2.590716 -0.19 0.36 0.01
H 2.515880 1.530345 2.970375 0.23 -0.42 -0.34
H 3.395997 3.071440 -0.129460 -0.36 -0.10 0.12
H 2.093818 3.399834 1.042492 0.06 -0.34 -0.23
H 1.677340 2.968174 -0.631338 0.26 0.12 0.13
C 0.282881 -0.566099 -3.455323 -0.46 1.60 0.12
C 0.112941 0.798466 -3.726612 -0.10 -0.09 -0.41
C -0.988101 1.191624 -4.514401 -0.41 0.07 0.61
C -2.011458 0.283542 -4.855108 0.76 -0.08 -0.29
C -1.932154 -1.049819 -4.418522 0.53 0.56 0.89
C -0.792213 -1.461198 -3.672923 0.65 -0.71 -0.17
S 2.109412 -0.866795 -2.903279 -1.66 -0.81 -1.84
H 2.850780 -0.056357 -3.757026 -0.51 0.78 -0.44
H 0.855106 1.521707 -3.343295 -0.46 -0.28 -0.66
H -1.096165 2.243707 -4.804637 0.15 -0.48 0.10
H -2.825988 0.605702 -5.522845 0.39 -0.16 0.56
H -2.786437 -1.722983 -4.594108 0.74 0.17 0.09
H -0.715215 -2.501390 -3.303446 -0.11 0.59 -0.44
N 0.692692 -2.455969 4.319534 0.03 -0.79 -0.30
C 0.934723 -3.616984 3.561230 -0.15 0.87 -0.17
C 0.904987 -3.210800 2.253429 -0.22 0.51 0.76
N 0.632078 -1.839229 2.217630 -0.05 -0.14 0.61
C 0.511351 -1.422349 3.478701 0.12 -0.56 0.10
H 0.625565 -2.415689 5.344872 0.11 -0.03 -0.75
H 1.087023 -4.605862 3.985465 -0.01 0.44 0.03
H 1.043821 -3.764013 1.335642 0.01 -0.08 0.24
H 0.307877 -0.408776 3.818251 0.06 -0.33 -0.21
```
Positions in Å, forces in eV/Å.

The value obtained for the lowest unoccupied orbital energy (spin up / spin down) is -9.1 / -9.8 eV. Its net charge is +3. The calculation puts the HOMO energy (spin up / spin down) at -15.39 / -16.23 eV. The value obtained for the gap between HOMO and LUMO (spin up / spin down) is 6.29 / 6.46 eV. The energy relative to the best compared isomer or geometry (same formula, charge and spin) is 288.4 kJ/mol.

natural (NBO) population analysis, charges in e, atoms 1 to 4:
1 In 0.944
2 P 0.751
3 P 0.828
4 P 0.834